(1)
DFT (ωB97M-V/def2-TZVPD) results for C5H7NO as an isolated structure in a non-equilibrium geometry.

```
14
Properties=species:S:1:pos:R:3:lowdin_charge:R:1
N 2.2602 -0.0129 0.4918 0.0737
C 1.8218 -0.9687 -0.1184 -0.5044
O 1.2774 -1.8433 -0.7217 0.0543
C -0.6010 -0.3237 -1.1266 -0.0732
C -1.1864 -0.5229 0.2578 -0.1389
C -0.6538 0.9134 0.4937 -0.1393
C -0.0907 0.8989 -0.8634 -0.1046
H 1.2432 0.4874 1.3175 0.1463
H -0.7140 -0.9134 -2.0327 0.1193
H -0.6655 -1.2489 0.8880 0.1068
H -2.2673 -0.6963 0.3042 0.1107
H 0.3107 0.8491 1.6199 0.1352
H -1.2055 1.7464 0.9178 0.1002
H 0.4710 1.6348 -1.4277 0.1139
```

Properties
HOMO level, eV: -9.52
DFT total energy, eV: -8831.2783
2S+1: 1
Lowest unoccupied orbital energy, eV: -0.14

(2)
DFT (ωB97M-V/def2-TZVPD) results for a 2-piece molecular cluster, C17H36N5O3P2 overall in a non-equilibrium geometry.

```
63
Properties=species:S:1:pos:R:3:lowdin_charge:R:1
C 1.0317 2.8662 1.3729 0.0324
C 1.4283 1.5796 1.2152 -0.1599
C 0.7623 0.5685 0.2998 -0.1102
N 1.6703 -0.5704 0.0353 0.0075
C 1.1568 -1.8346 0.1424 -0.3509
N 0.8500 -2.4466 1.2749 -0.2318
C 1.0305 -1.7808 2.5911 -0.1765
C -0.0875 -0.8462 3.0784 -0.1615
C -1.5184 -1.1958 2.6331 -0.1952
C -2.3762 0.0562 2.3398 -0.2003
C -3.3172 -0.1975 1.1541 -0.2185
C -4.1170 1.0510 0.7451 -0.2109
C -3.3589 1.8341 -0.3352 -0.2741
C -4.0912 3.1409 -0.6557 -0.1048
P 0.2452 -4.0968 1.3724 0.9660
P -1.5545 -4.2995 0.1364 0.2237
O -1.4918 -5.5258 -0.6583 -0.2902
O -2.7518 -4.2913 1.1824 -0.1443
O -1.7590 -3.0018 -0.7674 -0.1635
N 1.0913 -2.3853 -1.0996 0.1114
C 2.4251 -1.9933 -1.6476 -0.0604
C 2.4112 -0.5173 -1.2293 -0.2575
C 3.7847 0.1555 -1.2353 -0.1984
N 3.9061 0.9782 -2.4439 -0.0011
H 1.7374 3.6679 1.1798 0.0661
H 0.0318 3.1135 1.7225 0.0658
H 2.2828 1.2025 1.7774 0.1043
H -0.1991 0.1991 0.6710 0.1093
H 0.6097 1.0617 -0.6572 0.1339
H 1.2582 -2.5457 3.3284 0.1045
H 1.9440 -1.1874 2.4969 0.1200
H 0.1267 0.1958 2.8547 0.0794
H -0.0628 -0.9132 4.1681 0.1241
H -1.5431 -1.8096 1.7280 0.0551
H -2.0242 -1.7647 3.4156 0.1190
H -3.0030 0.2816 3.2044 0.1212
H -1.7458 0.9236 2.1254 0.0941
H -2.6837 -0.5262 0.3203 0.0899
H -3.9580 -1.0499 1.3949 0.1174
H -4.2379 1.6693 1.6373 0.1142
H -5.0797 0.7229 0.3528 0.1154
H -3.2948 1.1993 -1.2214 0.1080
H -2.3589 2.0465 0.0585 0.0903
H -3.5616 3.7128 -1.4156 0.0694
H -5.0924 2.8964 -1.0113 0.0762
H -4.1840 3.7226 0.2615 0.0744
H 1.1983 -4.8105 0.6221 -0.0441
H -2.4512 -4.3342 2.1015 0.0691
H -2.1963 -3.3005 -1.5847 0.1083
H 0.8623 -3.3721 -1.1424 0.1002
H 3.1423 -2.5859 -1.0735 0.1346
H 2.5467 -2.1315 -2.7160 0.1390
H 1.8573 -0.0227 -2.0370 0.1488
H 3.9340 0.7942 -0.3664 0.1156
H 4.5735 -0.6073 -1.2198 0.1173
H 3.9176 0.4034 -3.2792 0.0847
H 4.7843 1.4832 -2.4212 0.0868
C 2.7516 3.9132 -3.6929 -0.0810
C 3.2357 4.3801 -4.9865 -0.2881
N 3.6249 4.7400 -6.0006 0.1308
H 3.1245 2.9058 -3.5005 0.0325
H 3.0999 4.5799 -2.9055 0.0822
H 1.6628 3.8989 -3.6900 0.0801
```

Properties
HOMO level, eV: -11.67
DFT total energy, eV: -50376.5990
2S+1: 1
Lowest unoccupied orbital energy, eV: -3.22
Charge: +1

(3)
DFT (ωB97M-V/def2-TZVPD) results for a 5-piece molecular cluster, C19H53B3ClN5O7 overall in a non-equilibrium geometry.

```
88
Properties=species:S:1:pos:R:3:lowdin_charge:R:1
C -2.4138 0.3955 1.0582 -0.1156
C -3.7550 -0.0792 1.6459 -0.7015
Cl -5.0090 0.0391 0.3383 0.6007
C -4.1743 0.6196 2.9612 -0.0892
B -3.8681 2.1875 3.0186 -0.5100
O -3.4109 2.7197 4.2411 0.2303
B -3.1073 4.0906 4.1981 -0.2863
O -3.0097 4.8583 3.0273 0.2358
B -3.4235 4.1816 1.8551 -0.6037
N -3.1370 4.8099 0.5405 0.1607
O -4.1069 2.9549 1.8637 0.2710
H -2.4318 1.4329 0.7013 0.0790
H -1.5568 0.2124 1.7213 0.0756
H -2.2283 -0.2106 0.1560 0.0657
H -3.6397 -1.1458 1.8738 0.0961
H -5.2667 0.4845 3.0614 0.1110
H -3.7328 0.1626 3.8585 0.1125
H -2.8732 4.6268 5.2314 0.1112
H -2.1227 4.8904 0.5028 0.0741
H -3.4604 5.7728 0.5985 0.0736
C -2.5323 -2.8050 -2.4104 -0.1024
O -1.6101 -1.7289 -2.4217 -0.1988
C -0.2597 -2.0978 -2.2028 -0.2117
C 0.4754 -2.5991 -3.4578 -0.4296
C 0.1077 -4.0241 -3.8552 -0.0657
N 0.2540 -1.7144 -4.6073 0.0388
H -2.2447 -3.5809 -1.6955 0.0911
H -2.6374 -3.2344 -3.4093 0.0745
H -3.5046 -2.4075 -2.1171 0.0833
H 0.2399 -1.1872 -1.8609 0.1197
H -0.1874 -2.8229 -1.3820 0.1187
H 1.5454 -2.5932 -3.2285 0.1346
H -0.8745 -4.0860 -4.3251 0.0638
H 0.8286 -4.4138 -4.5758 0.0678
H 0.1148 -4.6888 -2.9882 0.0813
H 0.5888 -0.7834 -4.3752 0.0705
H -0.7504 -1.5937 -4.7076 0.0680
C 1.2587 -1.7080 5.1285 -0.1035
O 0.8719 -0.7700 4.1395 -0.1881
C 0.0851 0.3078 4.6148 -0.2059
C 0.8903 1.4608 5.2364 -0.4230
C 1.4010 1.1646 6.6416 -0.0653
N 2.0246 1.8490 4.3914 0.0457
H 0.4867 -1.8376 5.8918 0.0913
H 2.2010 -1.4126 5.5950 0.0754
H 1.4205 -2.6659 4.6336 0.0874
H -0.4358 0.6990 3.7364 0.1036
H -0.6896 -0.0538 5.3029 0.1222
H 0.2164 2.3201 5.3122 0.1334
H 2.2522 0.4832 6.6397 0.0652
H 1.7319 2.0852 7.1239 0.0778
H 0.6143 0.7291 7.2619 0.0802
H 1.6698 2.1374 3.4830 0.0682
H 2.5565 1.0067 4.1878 0.0738
C 2.3755 -5.7229 -7.3517 -0.1075
O 1.3022 -6.4576 -6.7906 -0.1998
C 0.0359 -6.1999 -7.3719 -0.2149
C -0.2435 -6.9858 -8.6646 -0.4322
C 0.4767 -6.4283 -9.8873 -0.0730
N 0.0934 -8.4067 -8.5222 0.0372
H 2.0658 -4.7216 -7.6628 0.0924
H 2.8129 -6.2599 -8.1965 0.0739
H 3.1469 -5.6243 -6.5872 0.0863
H -0.6980 -6.5108 -6.6233 0.1193
H -0.1068 -5.1220 -7.5206 0.1194
H -1.3175 -6.9121 -8.8604 0.1339
H 1.5395 -6.6711 -9.8904 0.0635
H 0.0522 -6.8493 -10.7997 0.0753
H 0.3728 -5.3422 -9.9433 0.0786
H -0.4599 -8.8016 -7.7670 0.0704
H 1.0482 -8.4586 -8.1774 0.0677
C 1.8383 7.5044 5.1840 -0.1062
O 1.8195 6.1081 4.9493 -0.1887
C 1.7376 5.7345 3.5858 -0.2116
C 3.0851 5.7283 2.8459 -0.4331
C 3.5880 7.1188 2.4737 -0.0732
N 4.1215 5.0368 3.6191 0.0436
H 1.2216 8.0479 4.4628 0.0901
H 2.8614 7.8866 5.1652 0.0749
H 1.4380 7.6794 6.1830 0.0866
H 1.3541 4.7106 3.5842 0.1031
H 0.9933 6.3501 3.0632 0.1177
H 2.9368 5.1776 1.9114 0.1331
H 3.9860 7.6602 3.3320 0.0637
H 4.3944 7.0450 1.7430 0.0752
H 2.7910 7.7198 2.0286 0.0771
H 3.8224 4.0783 3.7855 0.0544
H 4.1335 5.4508 4.5471 0.0690
```

Properties
HOMO level, eV: -9.11
DFT total energy, eV: -56903.2602
2S+1: 1
Lowest unoccupied orbital energy, eV: 0.16